1.
{"formula": "CHClO3S", "method": "ωB97M-V with the def2-TZVPD basis set", "e_above_lowest_ev": 1.247, "max_force_ev_per_a": 2.8, "elements": ["C", "O", "O", "O", "S", "Cl", "H"], "coordinates": [[-1.1579, -0.3422, 1.4727], [-1.7817, -1.2318, 1.1957], [-0.6073, 0.8033, -1.5430], [0.8625, -1.0105, -1.0997], [0.7532, 0.2923, -1.6946], [1.4554, 1.1582, 0.7609], [0.4758, 0.3306, 0.9079]], "atomic_forces_ev_per_a": [[-0.438, -0.516, -0.085], [-0.130, 0.066, 0.121], [1.590, 0.243, -0.725], [0.836, -0.304, -0.548], [-2.751, -0.450, 0.301], [0.801, 0.724, 0.673], [0.092, 0.236, 0.262]], "nbo_charge": [0.519, -0.443, -0.855, -0.865, 1.662, -0.264, 0.246]}


2.
{"formula": "CHErO2", "method": "ωB97M-V with the def2-TZVPD basis set", "charge": 1, "spin_multiplicity": 5, "e_above_lowest_ev": 1.430, "max_force_ev_per_a": 6.1, "elements": ["H", "O", "C", "O", "Er"], "coordinates": [[0.6361, -1.3597, 0.9142], [0.1491, 0.2734, 0.7870], [0.2695, 1.1560, -0.1195], [0.2242, 1.4945, -1.2816], [-1.2789, -1.5642, -0.3001]], "atomic_forces_ev_per_a": [[-1.337, -1.931, -1.118], [0.153, 5.328, -2.988], [-1.388, -3.035, -2.580], [0.667, -0.651, 5.333], [1.905, 0.289, 1.353]], "lowdin_spin": [0.099, 0.079, 0.016, 0.028, 3.777]}